# 1
DFT (the ωB97M-V functional and the def2-TZVPD basis) results for the molecule C6H9N3O2S in a non-equilibrium geometry.

XYZ file:
```
21
Properties=species:S:1:pos:R:3:mulliken_charge:R:1
C 2.722 -1.482 -2.498 -1.27
C 1.769 -1.118 -1.434 -0.18
S 1.119 0.572 -1.553 -0.20
C -0.214 0.257 -0.513 0.46
N -1.209 -0.498 -0.898 -0.77
N -2.130 -0.397 0.170 0.05
C -1.677 0.492 1.173 0.16
C -2.497 0.686 2.414 -1.20
C -0.504 1.115 0.646 0.46
N 0.283 2.016 1.232 0.89
O 1.443 1.764 1.286 -0.54
O -0.270 3.007 1.639 -0.58
H 3.449 -0.666 -2.714 0.33
H 3.328 -2.339 -2.234 0.36
H 2.264 -1.640 -3.471 0.32
H 2.304 -1.169 -0.386 0.22
H 0.974 -1.944 -1.348 0.33
H -3.080 -0.927 0.240 0.26
H -1.954 0.291 3.388 0.25
H -2.665 1.771 2.490 0.30
H -3.456 0.210 2.371 0.37
```

Calculated values
E_HOMO	-8.64	eV
2S+1	1
structure (SMILES)	CCSc1n[nH]c(C)c1[N+](=O)[O-]
E_LUMO	0.039	eV
relative energy (zero: lowest compared OMol25 entry of this formula, charge and spin)	5.207	eV
energy	-946.79846	hartree

---

# 2
DFT (the ωB97M-V functional and the def2-TZVPD basis) results for a cluster of 2 separate species, C6H9N3O3S3 in total in a non-equilibrium geometry.

XYZ file:
```
24
Properties=species:S:1:pos:R:3:mulliken_charge:R:1
O -1.676 1.614 0.744 -0.69
C -1.832 0.757 -0.108 0.37
N -0.819 0.267 -0.817 -0.32
C -0.967 -0.791 -1.607 0.65
O -0.030 -1.305 -2.310 -0.42
N -2.129 -1.444 -1.663 -0.18
C -3.215 -1.073 -0.839 0.38
O -4.087 -1.895 -0.817 -0.61
N -3.098 0.090 -0.248 -0.05
H 0.866 -0.929 -2.291 0.20
H -2.085 -2.452 -1.814 0.27
H -3.829 0.286 0.396 0.26
C 1.071 1.178 1.922 -1.69
C 2.225 1.124 0.825 0.16
S 3.808 0.944 1.723 -0.22
C 1.944 0.003 -0.203 0.13
S 2.441 0.312 -1.709 -0.25
S 1.175 -1.574 0.203 -0.07
H 1.055 0.271 2.413 0.56
H 1.204 1.956 2.557 0.56
H 0.038 1.337 1.433 0.23
H 2.240 2.007 0.156 0.43
H 4.584 0.646 0.536 0.15
H 1.115 -1.327 1.518 0.15
```

Calculated values
E_HOMO	-9.46	eV
2S+1	1
structure (SMILES)	O=c1nc(O)[nH]c(=O)[nH]1.C[C@@H](S)C(=S)S
E_LUMO	-0.821	eV
relative energy (zero: lowest compared OMol25 entry of this formula, charge and spin)	0.428	eV
energy	-1818.59541	hartree

---

# 3
DFT (the ωB97M-V functional and the def2-TZVPD basis) results for the molecule C6H9N3OS in a non-equilibrium geometry.

XYZ file:
```
20
Properties=species:S:1:pos:R:3:mulliken_charge:R:1
H 2.119 1.753 -2.104 0.25
N 1.520 1.279 -1.427 -0.45
C 1.944 0.553 -0.553 0.38
S 3.408 -0.098 0.220 -0.17
C 2.523 -0.775 1.566 -0.24
C 1.133 -0.828 1.420 -0.34
N 0.648 -0.311 0.263 -0.43
N -0.571 0.307 0.200 0.40
C -0.803 1.285 1.069 0.02
O -1.801 1.926 1.209 -0.54
C -1.416 0.121 -1.010 -0.45
C -2.182 -1.124 -1.010 -1.05
H 3.035 -1.309 2.460 0.32
H 0.558 -1.119 2.312 0.40
H 0.072 1.300 1.782 0.37
H -0.829 0.360 -1.893 0.33
H -2.049 1.133 -1.011 0.27
H -1.606 -2.039 -1.319 0.31
H -2.917 -1.179 -0.162 0.28
H -2.786 -1.236 -2.013 0.34
```

Calculated values
E_HOMO	-7.93	eV
2S+1	1
structure (SMILES)	[H]/N=c1\sccn1N(C=O)CC
E_LUMO	0.623	eV
relative energy (zero: lowest compared OMol25 entry of this formula, charge and spin)	2.799	eV
energy	-871.60410	hartree

---

# 4
DFT (the ωB97M-V functional and the def2-TZVPD basis) results for the molecule C6H9N3OS in a non-equilibrium geometry.

XYZ file:
```
20
Properties=species:S:1:pos:R:3:mulliken_spin:R:1
C 0.247 -0.066 2.274 -0.05
C -1.029 0.081 1.922 0.34
C 1.263 -0.369 1.244 0.49
C -1.665 -0.058 0.616 0.00
C 0.615 -0.956 -0.090 0.10
C -0.622 -0.184 -0.485 -0.03
N 2.445 -0.075 1.535 1.01
N 0.581 0.276 -2.892 0.00
N 0.164 1.238 -2.272 0.00
O -0.408 1.072 -1.080 0.00
S -0.227 2.979 -2.879 0.00
H 0.555 -0.027 3.347 -0.01
H -1.800 -0.059 2.738 0.02
H -2.274 -0.865 0.671 0.01
H -2.357 0.881 0.288 0.02
H 1.341 -1.102 -0.937 0.00
H 0.340 -2.017 0.240 0.03
H -1.063 -0.703 -1.264 0.01
H 3.263 -0.380 0.943 0.05
H 0.629 0.335 -3.920 0.00
```

Calculated values
E_HOMO (spin up / spin down)	-5.58 / -8.52	eV
expectation value of S²	2.022
2S+1	3
E_LUMO (spin up / spin down)	-0.398 / -2.818	eV
relative energy (zero: lowest compared OMol25 entry of this formula, charge and spin)	4.243	eV
energy	-871.36944	hartree